Molecular formula: C36H84N4O8
Method: DFT, wB97M-V/def2-TZVPD

```
132
Properties=species:S:1:pos:R:3:mulliken_spin:R:1
C -0.11450 -0.86607 -5.37413 0.029
C -0.99359 -0.02414 -4.33031 -0.041
C -0.86893 1.39502 -4.89323 0.018
C -1.81848 2.40093 -4.22579 -0.017
C -3.31148 1.95602 -4.37128 0.016
C -3.61697 0.50796 -3.92892 -0.016
N -2.47063 -0.42317 -4.31099 0.751
O -2.72602 -1.77714 -3.99803 0.059
C -3.91060 0.42240 -2.35941 0.080
C -4.90241 -0.04115 -4.67106 0.045
C -0.32218 -0.04354 -3.00258 0.080
H -0.37113 -1.88840 -5.09651 -0.001
H 0.96111 -0.76227 -5.23138 -0.001
H -0.33443 -0.61582 -6.41197 -0.001
H 0.08931 1.85717 -4.65593 -0.002
H -1.13259 1.34607 -5.94973 -0.004
H -1.72250 3.30015 -4.83430 0.000
H -1.53903 2.59268 -3.18983 0.002
H -3.87696 2.18993 -5.27329 0.001
H -3.74258 2.64392 -3.64393 -0.001
H -4.63528 1.09349 -1.89834 0.005
H -4.38064 -0.51374 -2.05807 0.000
H -2.91423 0.52801 -1.93023 -0.009
H -4.86446 0.08378 -5.75322 -0.009
H -5.18026 -1.03724 -4.32653 0.003
H -5.66816 0.66624 -4.35276 0.001
H 0.74600 0.16916 -3.04546 0.003
H -0.41406 -0.99624 -2.48103 0.000
H -0.73463 0.64239 -2.26266 -0.006
H -3.14462 -2.07206 -4.81006 0.016
C -2.97910 3.10852 1.94009 0.000
C -2.45227 3.60298 0.54943 0.000
C -3.52742 3.55016 -0.49906 0.000
C -4.52673 4.79832 -0.63081 0.000
C -3.68321 6.05526 -0.45717 0.000
C -2.67784 6.15944 0.69048 0.000
N -1.82727 4.93730 0.60572 0.000
O -0.79471 4.98559 1.59292 0.000
C -1.74609 7.35342 0.20249 0.000
C -3.34582 6.46333 2.05867 0.000
C -1.46588 2.56975 0.10620 0.000
H -3.22811 2.04768 1.91360 0.000
H -3.88469 3.65290 2.20777 0.000
H -2.24390 3.20982 2.73841 0.000
H -3.14230 3.43850 -1.51262 0.000
H -4.13147 2.64462 -0.44230 -0.002
H -5.20193 4.79039 0.22484 0.000
H -5.23081 4.64297 -1.44826 0.000
H -4.34265 6.91919 -0.37426 0.000
H -3.10863 6.22242 -1.36822 0.000
H -2.33698 8.26082 0.07771 0.000
H -1.06579 7.56157 1.02830 0.000
H -1.25367 7.03817 -0.71742 0.000
H -3.86631 5.63069 2.53184 0.000
H -2.62413 6.72969 2.83089 0.000
H -4.02208 7.31387 1.97302 0.000
H -1.91650 1.61231 -0.15528 0.001
H -0.73129 2.38552 0.89012 0.000
H -0.87480 2.87967 -0.75558 0.000
H -1.23844 4.89612 2.43950 0.000
C 2.64720 -1.45134 5.25140 0.000
C 1.82756 -0.29965 4.58488 0.000
C 1.09310 0.45275 5.74337 0.000
C 1.97343 1.40785 6.56590 0.000
C 2.55574 2.45661 5.58566 0.000
C 3.32504 1.86566 4.32402 0.000
N 2.40504 0.84440 3.75006 0.000
O 2.84429 0.46347 2.45718 0.000
C 3.54821 2.92333 3.22961 0.000
C 4.70992 1.38953 4.74856 0.000
C 0.74009 -1.00464 3.72094 0.000
H 2.02521 -1.99740 5.96065 0.000
H 3.52022 -1.04227 5.75991 0.000
H 2.91899 -2.17699 4.48481 0.000
H 0.28270 1.06247 5.34388 0.000
H 0.53064 -0.28497 6.31564 0.000
H 2.80652 0.90175 7.05370 0.000
H 1.33068 1.83606 7.33507 0.000
H 3.13592 3.21835 6.10646 0.000
H 1.76851 3.01614 5.08039 0.000
H 2.67184 2.99532 2.58550 0.000
H 3.79239 3.92260 3.59009 0.000
H 4.27851 2.72390 2.44539 0.000
H 5.29319 0.90173 3.96756 0.000
H 5.37754 2.13241 5.18505 0.000
H 4.66785 0.72919 5.61476 0.000
H 0.25261 -0.26196 3.08935 0.000
H -0.01702 -1.44646 4.36875 0.000
H 1.21338 -1.69380 3.02154 0.000
H 2.24621 0.98658 1.91841 0.000
C 3.33234 -7.70939 -1.17513 0.000
C 3.12023 -6.23131 -1.49202 0.000
C 2.28215 -6.01225 -2.75308 0.000
C 0.79582 -6.35099 -2.55745 0.000
C 0.24610 -5.44442 -1.50045 0.000
C 1.01701 -5.37318 -0.15489 0.000
N 2.44843 -5.40063 -0.37381 0.000
O 3.20731 -5.29992 0.83075 0.000
C 0.73086 -4.05837 0.55150 0.000
C 0.60610 -6.61700 0.59224 0.000
C 4.51629 -5.61864 -1.82746 0.000
H 3.99983 -7.76128 -0.31498 0.000
H 3.66472 -8.28017 -2.04221 0.000
H 2.37513 -8.13936 -0.88021 0.000
H 2.24431 -4.95654 -3.02166 0.000
H 2.61963 -6.62777 -3.58696 0.000
H 0.49949 -7.35814 -2.26423 0.000
H 0.36432 -6.36315 -3.55834 0.000
H -0.75770 -5.74670 -1.20195 0.000
H 0.30046 -4.42847 -1.89160 0.000
H 1.38455 -3.95356 1.41741 0.000
H 0.93353 -3.17627 -0.05589 0.000
H -0.32792 -3.97197 0.79566 0.000
H -0.00180 -7.33472 0.04139 0.000
H 1.41666 -7.23310 0.98151 0.000
H 0.04197 -6.34325 1.48381 0.000
H 5.21386 -5.58333 -0.99064 0.000
H 4.43967 -4.62067 -2.25910 0.000
H 5.02049 -6.23595 -2.57096 0.000
H 3.70154 -4.48398 0.72314 0.000
O 4.15573 -2.31812 -1.09003 0.000
H 3.98154 -1.38107 -1.00159 0.000
H 4.38460 -2.60418 -0.20572 0.000
O 1.79394 1.90197 -0.02091 0.000
H 2.51571 1.96698 -0.64626 0.000
H 1.70904 2.78438 0.34018 0.000
O 0.63385 -0.65585 0.03641 0.000
H 0.66381 0.30081 0.02463 0.000
H 1.55234 -0.92448 0.05731 0.000
O -1.94678 -2.00640 -0.93018 0.001
H -1.06898 -1.73889 -0.65793 0.000
H -2.18990 -1.37666 -1.60883 0.000
```

HOMO (alpha / beta) ... -9.392 / -9.392 eV
Total charge ... +1
HOMO-LUMO gap (alpha / beta) ... 6.893 / 2.629 eV
Spin multiplicity ... 2
Electronic energy ... -2242.44568 Ha
Energy above the lowest of the compared OMol25 structures with the same formula, charge and spin ... 0.000 eV
Strongest force on any atom ... 3.36 eV Å⁻¹
E_LUMO (alpha / beta) ... -2.50 / -6.76 eV